C54H40ClN4O3PtS | wB97M-V/def2-TZVPD

Values from the calculation:
DFT total energy: -3504.0125 Ha
energy above the lowest of the compared OMol25 structures with the same formula, charge and spin: 0.0 kJ/mol
charge: +1

XYZ file:
```
104
C54H40ClN4O3PtS, DFT wB97M-V/def2-TZVPD
Pt 0.589 0.400 -0.547
C 5.448 -4.488 2.386
C 4.245 -4.921 1.853
C 3.469 -4.066 1.084
C 3.877 -2.756 0.803
C 5.042 -2.312 1.438
C 5.828 -3.170 2.194
C 3.038 -1.838 -0.027
C 1.894 -2.295 -0.673
C 1.722 -3.612 -1.302
C 0.527 -3.620 -1.891
C -0.097 -2.322 -1.626
C -1.355 -1.937 -2.037
C -2.098 -2.802 -3.014
C -2.258 -2.357 -4.325
C -2.865 -3.169 -5.275
C -3.329 -4.429 -4.921
C -3.192 -4.871 -3.612
C -2.574 -4.063 -2.666
C -1.917 -0.683 -1.700
N -1.336 0.272 -1.021
C -2.099 1.524 -1.221
C -2.015 2.409 0.023
C -3.132 2.656 0.945
C -4.457 2.886 0.550
C -5.445 3.122 1.491
C -5.136 3.131 2.846
C -3.833 2.896 3.257
C -2.841 2.655 2.317
C -0.799 2.911 0.316
C -0.510 4.201 0.934
C 0.800 4.413 0.758
C 1.360 3.210 0.121
N 0.406 2.355 -0.127
C 2.767 2.970 -0.121
C 3.278 1.726 -0.340
C 4.688 1.374 -0.507
C 4.774 0.045 -0.399
C 3.411 -0.475 -0.207
N 2.551 0.544 -0.260
C 3.674 4.149 -0.034
C 4.803 4.145 0.780
C 5.647 5.248 0.817
C 5.367 6.366 0.044
C 4.237 6.382 -0.763
C 3.396 5.281 -0.801
C -3.419 1.033 -1.782
C -3.277 -0.237 -2.113
N 0.792 -1.548 -0.931
H 6.065 -5.160 2.969
H 3.896 -5.928 2.047
H 2.516 -4.423 0.723
H 5.334 -1.275 1.375
H 6.738 -2.797 2.649
H 2.472 -4.385 -1.348
H 0.077 -4.421 -2.454
H -1.880 -1.378 -4.605
H -2.968 -2.818 -6.295
H -3.789 -5.067 -5.665
H -3.564 -5.848 -3.328
H -2.461 -4.407 -1.645
H -4.722 2.939 -0.494
H -6.461 3.304 1.162
H -5.914 3.315 3.577
H -3.588 2.882 4.311
H -1.833 2.419 2.637
H -1.246 4.866 1.360
H 1.369 5.281 1.052
H 5.491 2.068 -0.700
H 5.658 -0.561 -0.519
H 5.000 3.295 1.423
H 6.519 5.234 1.458
H 6.025 7.226 0.075
H 4.010 7.252 -1.365
H 2.528 5.286 -1.453
H -4.298 1.632 -1.932
H -4.004 -0.875 -2.596
C -3.934 -4.357 1.015
C -2.715 -3.541 1.371
C -1.484 -4.146 1.603
C -0.385 -3.397 2.019
C -0.523 -2.031 2.190
C -1.728 -1.397 1.919
C -2.815 -2.155 1.518
S 0.844 -1.059 2.809
C 0.319 -1.041 4.515
O 0.625 0.331 2.294
H -3.671 -5.389 0.786
H -4.463 -3.931 0.161
H -4.634 -4.371 1.853
H -1.382 -5.218 1.471
H 0.566 -3.880 2.230
H -1.807 -0.322 2.040
H -3.767 -1.665 1.329
H -0.707 -0.675 4.549
H 0.991 -0.371 5.052
H 0.387 -2.052 4.921
Cl -3.049 5.646 -3.230
C -2.918 4.033 -2.547
C -1.559 3.404 -2.803
O -0.695 3.909 -3.441
O -1.325 2.161 -2.271
H -3.685 3.419 -3.008
H -3.099 4.107 -1.477
```